No. 1
Below is a 9-piece molecular cluster, C34H39NO28 overall, with properties calculated with ωB97M-V/def2-TZVPD.

The multiplicity is 1. Its SMILES is O=C(O)Cc1ccc2c(c1)C(=O)NC2=O.O=C1OCCO1.O=C1OCCO1.O=C1OCCO1.O=C1OCCO1.O=C1OCCO1.O=C1OCCO1.O=C1OCCO1.O=C1OCCO1.

CARTESIAN COORDINATES (ANGSTROEM)
H1 -1.996 -2.607 1.377
C1 -2.372 -3.813 -4.472
O1 3.943 2.724 4.216
H2 -3.307 -1.877 0.429
C2 -2.238 -2.067 0.461
C3 -0.618 -9.933 -2.838
O2 1.327 7.585 5.961
C4 1.633 3.363 2.372
O3 -3.332 -3.109 -5.276
C5 1.739 4.251 6.501
C6 -4.650 -0.088 -6.031
C7 2.673 -5.415 -1.679
H3 -1.362 10.227 2.091
H4 -6.649 -0.147 -5.148
O4 -0.101 -3.250 4.134
H5 -0.667 -3.796 -5.823
H6 4.476 5.138 2.795
O5 3.968 -6.026 -3.473
O6 0.817 9.778 -0.236
H7 2.661 6.593 2.534
H8 2.436 -4.930 3.082
H9 2.653 -3.747 4.389
H10 1.987 2.343 2.289
C8 -0.600 -2.457 -1.039
C9 -1.700 4.835 2.665
H11 2.499 -4.556 -3.667
C10 0.595 4.606 7.429
O7 -0.011 -6.842 -4.123
C11 1.288 9.115 0.843
O8 0.511 9.350 1.926
O9 1.628 -3.048 2.746
H12 1.477 -10.297 -3.329
C12 2.496 4.459 2.409
O10 -0.599 -8.504 -2.724
O11 -0.846 1.490 2.314
N1 -2.067 3.457 2.560
O12 -2.482 5.736 2.801
H13 -1.842 -3.125 -3.818
C13 -3.382 -3.698 -6.494
H14 -1.590 -10.239 -3.226
O13 3.600 -6.448 -1.317
O14 0.655 6.036 7.456
H15 0.225 7.007 2.657
H16 2.688 4.139 7.027
C14 -0.222 4.910 2.565
O15 0.084 -3.037 -1.827
H17 6.310 2.977 2.642
H18 -0.614 11.274 -0.393
C15 0.619 6.003 2.581
H19 -0.376 4.306 7.030
C16 1.983 5.751 2.499
H20 3.055 -4.455 -1.329
H21 0.011 11.346 1.952
H22 1.698 -5.594 -1.233
O16 -4.199 -3.445 -7.323
C17 1.271 6.456 6.324
C18 0.610 -4.490 4.208
C19 -6.007 0.512 -5.725
O17 -2.389 -4.598 -6.632
H23 4.326 4.108 1.334
O18 5.392 -7.354 -2.340
O19 -3.874 3.040 -4.934
H24 -2.898 -4.551 -3.864
C20 -0.471 10.313 0.092
H25 0.656 -4.837 5.237
H26 -4.606 -0.590 -6.993
H27 -6.536 0.830 -6.626
H28 0.336 -11.042 -4.468
H29 -1.893 -0.078 -0.339
C21 1.962 -4.121 3.631
C22 3.993 4.260 2.360
H30 0.086 -5.231 3.602
H31 -1.117 -0.364 1.228
O20 -0.250 -1.329 -0.407
C23 -1.487 -4.450 -5.522
C24 0.470 -2.492 3.167
C25 -0.033 -8.002 -3.839
H32 -0.459 -10.390 -1.865
C26 -4.393 2.027 -5.274
C27 -0.867 2.685 2.438
O21 -5.663 1.671 -4.959
O22 -3.803 1.070 -6.026
C28 4.457 3.082 3.200
H33 1.559 3.362 5.901
C29 0.509 -10.188 -3.819
H34 1.903 -6.222 -3.536
O23 0.015 -1.480 2.741
H35 0.709 4.205 8.433
C30 2.655 -5.516 -3.184
H36 -1.236 9.616 -0.254
C31 -1.399 -0.821 0.292
H37 -2.608 3.114 3.347
O24 5.538 2.400 2.690
O25 1.810 5.406 5.662
C32 -0.406 10.400 1.604
O26 -1.834 -2.866 -0.664
C33 4.418 -6.673 -2.377
H38 -4.312 -0.776 -5.256
H39 -1.090 -5.409 -5.212
O27 2.247 8.413 0.845
O28 0.517 -8.976 -4.585
C34 0.281 3.623 2.446

***

No. 2
Below is C34H40B3F32NO8 as an isolated structure, with properties calculated with ωB97M-V/def2-TZVPD.

The multiplicity is 1.

CARTESIAN COORDINATES (ANGSTROEM)
F1 3.224 -7.615 -2.068
N1 -1.051 3.162 1.792
F2 6.163 -1.643 -11.319
C1 -5.600 0.897 3.120
F3 -1.825 -0.777 9.091
H1 3.943 -3.312 1.550
H2 -1.511 5.008 0.062
C2 -1.365 4.088 -0.498
H3 4.305 2.159 -7.855
B1 -4.123 5.585 1.376
F4 2.619 2.814 -1.135
F5 2.467 0.492 -9.122
H4 -4.295 -3.120 6.352
C3 5.346 -0.623 -10.973
H5 5.152 0.766 -7.249
F6 6.944 1.957 -2.414
O1 -5.260 4.969 1.857
C4 3.096 0.451 -7.928
F7 7.103 0.575 -10.069
H6 -1.982 -2.418 10.214
H7 -3.471 1.873 1.855
C5 -3.768 -1.094 6.356
H8 -0.198 -2.515 3.219
H9 -5.228 0.616 2.142
C6 1.408 -7.079 -0.761
F8 3.676 -1.848 -8.116
H10 -5.234 2.955 3.457
H11 -2.484 -0.458 4.723
H12 -2.692 -2.884 5.708
F9 -1.640 -0.051 6.489
F10 -4.187 -0.609 7.543
F11 6.136 -0.839 -8.737
H13 -6.803 2.417 3.997
F12 2.384 1.233 -7.067
H14 -0.794 2.063 0.051
H15 3.901 -5.479 -2.463
C7 2.704 -3.483 -0.217
B2 -5.670 3.827 1.165
C8 3.080 -5.323 -1.765
H16 2.227 -5.003 -2.363
F13 3.009 -2.198 -0.548
O2 -2.922 -3.004 7.775
C9 2.762 1.575 -0.626
F14 -3.307 1.098 5.664
H17 3.429 -0.980 -6.331
F15 5.347 0.503 -2.759
O3 -3.095 1.327 1.161
C10 -1.963 -2.013 2.126
F16 3.651 -6.859 -0.060
H18 -4.797 0.746 3.829
H19 5.985 1.757 -0.359
F17 3.733 2.644 -3.628
C11 2.005 0.530 -1.451
C12 -7.378 1.885 0.958
C13 -2.284 0.364 1.720
O4 3.551 -4.290 -0.919
C14 4.483 1.101 -8.042
H20 -7.514 3.585 2.208
F18 2.047 -2.781 1.919
C15 -2.752 -0.139 5.731
O5 5.114 1.089 -9.309
C16 5.591 1.785 -2.414
H21 -0.785 4.041 2.205
H22 -6.743 1.040 0.726
C17 5.129 2.037 -0.971
C18 -6.089 2.338 3.185
O6 -3.928 5.553 0.016
C19 5.907 0.052 -9.718
F19 1.419 -3.673 -0.557
F20 1.407 -8.333 -0.255
O7 4.079 1.231 -0.475
F21 4.119 -1.122 -10.733
H23 -0.501 2.314 3.601
F22 5.618 2.345 -4.688
C20 -6.721 2.910 1.885
C21 -1.081 0.683 2.349
F23 2.215 1.587 0.610
C22 -2.692 3.587 -1.099
H24 -3.636 -1.155 1.073
C23 -1.416 -2.030 9.365
H25 -2.742 2.506 -1.052
B3 -3.951 4.215 -0.406
H26 0.591 -0.188 3.397
H27 -8.313 1.537 1.385
F24 -0.101 -1.993 9.676
C24 -0.655 3.081 0.395
H28 5.356 3.758 -3.302
F25 2.697 -4.862 1.701
H29 0.764 -7.057 -1.644
H30 -2.757 3.871 -2.150
H31 -2.323 -3.024 2.028
H32 0.412 3.308 0.331
H33 -3.306 6.017 2.126
C25 -0.342 -0.379 2.886
F26 -1.235 -4.178 8.531
H34 4.954 3.097 -0.784
H35 -7.637 2.368 0.019
C26 -2.714 -0.968 1.597
C27 2.922 -3.601 1.293
F27 0.713 0.907 -1.616
H36 0.577 1.955 2.291
C28 -3.367 -2.570 6.504
C29 3.018 -0.961 -7.344
F28 2.557 0.420 -2.679
O8 -5.107 3.514 -0.067
H37 -0.679 4.324 -1.306
F29 -4.836 -1.088 5.507
H38 -6.390 0.213 3.410
C30 -0.775 -1.712 2.791
C31 2.845 -6.702 -1.130
F30 1.718 -1.337 -7.291
C32 5.072 2.723 -3.505
C33 -0.483 2.056 2.545
C34 -1.608 -2.937 8.146
H39 5.290 0.096 -11.792
H40 2.032 -0.442 -0.966
F31 -0.803 -2.578 7.131
F32 0.914 -6.248 0.178

***

No. 3
Below is C34H40BiBr2N7OP as an isolated structure, with properties calculated with ωB97M-V/def2-TZVPD.

The multiplicity is 1. Its charge is +1. For the energy above the lowest of the compared OMol25 structures with the same formula, charge and spin, the calculation gives 5.4 kcal per mole.

CARTESIAN COORDINATES (ANGSTROEM)
C1 0.679 -1.582 3.979
C2 -4.052 -2.853 2.705
C3 1.963 -4.388 0.314
H1 4.519 2.389 -0.267
H2 1.309 2.706 -4.932
H3 0.549 1.899 2.681
C4 -3.682 -0.129 -1.204
Br1 2.760 -6.289 -1.639
H4 -0.996 2.188 -3.706
H5 2.913 -4.625 0.767
H6 -4.603 -0.284 -4.460
C5 -1.833 -0.789 -2.583
C6 -1.602 4.305 4.796
H7 -3.637 1.301 2.912
N1 -2.550 -1.611 1.589
C7 3.632 2.695 -0.826
H8 3.850 3.650 -1.316
C8 0.363 -4.769 -1.427
H9 -2.201 4.996 5.374
N2 1.653 -0.146 -2.859
H10 -0.786 -1.060 -2.691
H11 1.358 2.668 4.889
C9 1.420 -2.835 2.203
C10 -3.327 -0.768 2.362
H12 -0.991 2.592 0.721
H13 3.332 -1.453 -2.719
N3 0.454 -2.130 2.793
C11 -2.063 3.855 3.565
N4 -2.120 1.046 1.521
H14 -2.649 3.043 1.129
H15 -4.111 0.093 -0.233
H16 1.002 -1.184 -4.537
H17 4.499 2.330 -3.406
C12 1.464 -0.223 -4.295
C13 1.542 3.168 -3.967
C14 1.879 -1.701 4.663
C15 0.395 3.001 4.520
H18 -5.528 0.244 -2.231
H19 1.757 -2.188 -2.388
H20 2.489 -1.093 -1.198
H21 2.809 2.838 -0.130
H22 -3.027 4.187 3.196
C16 -4.270 -1.530 3.065
C17 -3.058 0.605 2.306
C18 -2.641 -0.717 -3.711
C19 -2.347 -0.499 -1.322
C20 -3.970 -0.342 -3.584
Br2 4.539 -2.691 4.917
C21 2.875 -2.444 4.055
H23 0.791 0.567 -4.624
H24 2.028 -1.240 5.628
H25 -0.908 2.053 -1.940
H26 3.991 0.634 -3.485
C22 -0.524 2.591 -2.803
C23 1.095 -3.462 0.890
C24 -2.984 -2.857 1.799
C25 2.656 -3.021 2.816
O1 1.022 1.088 -0.661
H27 0.029 -5.270 -2.324
C26 -0.421 -3.806 -0.818
P1 1.679 1.276 -1.978
N5 3.282 1.660 -1.793
C27 1.591 -5.036 -0.850
H28 -4.594 -3.718 3.049
C28 4.293 1.434 -2.811
N6 0.930 2.471 -2.848
H29 -0.796 3.646 -2.714
H30 5.228 1.141 -2.327
H31 -2.235 -0.947 -4.689
Bi1 -0.954 -0.591 0.454
H32 -0.145 -1.016 4.403
H33 1.165 4.193 -3.988
H34 2.398 -0.153 -4.864
C29 -0.060 2.563 3.287
N7 -0.075 -3.159 0.294
C30 -0.373 3.878 5.274
H35 -0.008 4.239 6.226
C31 -4.490 -0.046 -2.331
C32 -1.294 2.988 2.801
H36 2.621 3.211 -3.849
C33 -1.780 2.473 1.466
H37 3.444 -3.603 2.363
H38 -2.525 -3.702 1.313
H39 -5.009 -1.146 3.751
H40 -1.379 -3.528 -1.247
C34 2.350 -1.278 -2.263

***

Number 1: E_tot -3480.61332 Ha, gap between HOMO and LUMO 9.61 eV. Number 2: E_tot -5246.81246 Ha, gap between HOMO and LUMO 9.01 eV. Number 3: E_tot -7482.01813 Ha, gap between HOMO and LUMO 7.62 eV.